{"formula": "C4H4S2", "method": "wB97M-V/def2-TZVPD", "total_charge": 0, "e_tot_ev": -25879.2334, "smiles": "C#C[C@@H]1S[C@H]1S", "gap_ev": 9.847, "elements": ["C", "C", "C", "C", "S", "S", "H", "H", "H", "H"], "xyz": [[2.97897, -0.28229, -0.37651], [1.82121, -0.02793, -0.21694], [0.26747, 0.13827, -0.26072], [-1.24495, 0.12115, 0.57112], [-0.55984, 1.70606, 0.06585], [-2.60179, -0.65598, -0.27320], [4.00322, -0.45898, -0.50649], [0.00641, -0.20003, -1.26697], [-1.17206, -0.08421, 1.63061], [-3.49865, -0.25607, 0.63326]], "forces_ev_per_angstrom": [[-0.41, 0.25, 0.14], [-3.62, -0.23, 1.04], [-0.20, 0.29, -0.74], [3.46, 0.05, -0.43], [-0.01, -0.26, 0.01], [0.22, -0.08, -0.10], [0.64, -0.11, -0.08], [-0.01, 0.08, 0.19], [0.05, -0.02, -0.05], [-0.13, 0.03, 0.01]]}

***

{"formula": "C4H9O3", "method": "wB97M-V/def2-TZVPD", "total_charge": -1, "e_tot_ev": -10436.9627, "gap_ev": 8.567, "elements": ["C", "C", "O", "H", "H", "H", "H", "H", "H", "C", "C", "O", "O", "H", "H", "H"], "xyz": [[0.45479, 1.34005, 1.16459], [0.12417, 0.80971, 2.62386], [-0.50468, 0.66012, 0.37654], [0.39052, 2.37768, 0.99584], [1.47046, 1.07082, 0.79543], [-0.83478, 0.26070, 2.49451], [0.16746, -0.13578, -0.18154], [-0.22924, 1.65329, 3.19351], [0.89638, 0.25250, 3.04777], [-0.95666, -1.08971, -2.15919], [0.57643, -1.28468, -1.99685], [1.15488, -1.84632, -2.95062], [1.10281, -0.88133, -0.92763], [-1.37151, -1.16228, -3.16357], [-1.07246, -0.01225, -1.64098], [-1.36857, -2.01253, -1.67167]], "forces_ev_per_angstrom": [[-0.39, -3.11, 0.34], [-1.78, 1.93, -2.02], [1.82, -1.24, -1.94], [-0.42, 1.61, 0.36], [-0.29, -0.06, 0.58], [1.03, -0.22, 0.01], [-1.13, 1.42, 0.74], [0.52, 0.46, 0.93], [1.11, -0.86, 0.96], [0.49, 1.38, 1.81], [-0.47, -0.98, -2.72], [0.16, 0.23, 0.70], [-0.20, 0.47, 1.06], [0.61, 0.41, -0.20], [-0.93, -2.73, -1.01], [-0.14, 1.29, 0.40]]}

***

{"formula": "C19H26BF5NO18", "method": "wB97M-V/def2-TZVPD", "total_charge": 1, "e_tot_ev": -72727.6083, "gap_ev": 9.072, "elements": ["C", "C", "B", "O", "N", "C", "C", "O", "O", "H", "H", "H", "H", "H", "H", "H", "H", "H", "H", "H", "C", "C", "O", "C", "O", "O", "F", "H", "H", "H", "C", "C", "O", "C", "O", "O", "F", "H", "H", "H", "C", "C", "O", "C", "O", "O", "F", "H", "H", "H", "C", "C", "O", "C", "O", "O", "F", "H", "H", "H", "C", "C", "O", "C", "O", "O", "F", "H", "H", "H"], "xyz": [[-3.50461, 0.55953, 4.10616], [-4.02652, -0.14144, 2.75033], [-2.85275, -0.48780, 1.67181], [-3.05882, -1.64154, 0.83526], [-1.65600, 0.45269, 1.59446], [-0.71511, 0.18628, 0.43982], [0.40234, -0.92868, 0.75620], [1.58837, -0.78390, 0.34895], [0.13715, -2.15224, 1.45717], [-3.58703, -0.17092, 5.00017], [-4.19391, 1.44899, 4.37768], [-2.43309, 0.95000, 4.07190], [-4.86163, 0.50217, 2.30674], [-4.47063, -1.16769, 3.05373], [-2.86694, -2.46405, 1.36336], [-1.09980, 0.35400, 2.46243], [-2.05159, 1.41806, 1.47704], [-0.12512, 1.17033, 0.28237], [-1.24432, -0.01541, -0.56403], [-0.67900, -2.50411, 1.02980], [-2.23845, -6.82915, 0.63538], [-1.03069, -6.62457, 1.49150], [-1.20516, -5.30890, 1.98408], [-2.55093, -5.11594, 2.03093], [-3.08379, -4.22798, 2.64399], [-3.22138, -6.05121, 1.30768], [0.10052, -6.66145, 0.75264], [-2.10554, -6.44685, -0.38063], [-2.53681, -7.87676, 0.57926], [-0.94888, -7.32274, 2.32932], [-0.40087, 3.64431, 5.83246], [-0.82440, 5.02743, 5.45727], [-0.93278, 4.95929, 4.04725], [-1.25802, 3.67148, 3.77095], [-1.69411, 3.29868, 2.71323], [-1.03842, 2.85319, 4.83636], [0.13004, 5.92904, 5.77278], [0.68162, 3.50279, 5.77078], [-0.73465, 3.36280, 6.83202], [-1.78239, 5.33700, 5.88482], [-1.98192, -1.52571, -3.45662], [-2.51777, -0.15017, -3.21227], [-2.67345, 0.37304, -4.51069], [-2.91644, -0.70671, -5.31056], [-3.36088, -0.63649, -6.41499], [-2.59549, -1.87692, -4.68587], [-1.61129, 0.61644, -2.54318], [-0.89408, -1.53931, -3.57617], [-2.25714, -2.22702, -2.66632], [-3.47895, -0.12846, -2.68950], [2.63432, 0.98713, -2.22331], [2.21195, 2.37267, -2.59561], [2.10148, 2.31064, -4.00209], [1.77245, 1.01668, -4.28333], [1.33600, 0.64703, -5.33291], [1.99552, 0.19688, -3.21598], [3.17101, 3.27540, -2.27789], [3.71735, 0.84486, -2.28678], [2.30177, 0.70432, -1.22293], [1.25457, 2.68245, -2.16519], [6.52278, 2.64358, -2.98748], [6.99471, 2.20756, -4.33776], [7.89081, 1.15544, -4.04247], [7.43909, 0.60959, -2.87835], [7.77567, -0.45924, -2.46161], [6.54812, 1.43046, -2.24913], [7.68069, 3.19714, -4.95555], [7.19536, 3.36780, -2.51925], [5.51704, 3.06546, -3.01425], [6.20086, 1.84077, -4.99541]], "forces_ev_per_angstrom": [[-0.69, 0.26, 0.82], [0.68, -0.50, 0.81], [-3.66, -2.25, 0.54], [2.30, 1.67, 1.73], [0.35, -0.59, -1.62], [1.88, 0.60, -1.04], [4.47, -1.02, -1.32], [-5.39, 0.14, 1.82], [-1.18, 2.59, -1.83], [0.26, 1.14, -1.58], [1.29, -1.39, -0.48], [-1.49, -0.48, 0.04], [1.11, -1.02, 0.33], [0.44, 1.71, -0.77], [-0.93, 0.54, -0.35], [-0.59, 0.67, -0.16], [0.70, -0.45, 0.88], [-0.80, -1.79, 0.25], [0.61, 0.08, 1.88], [0.49, 0.03, 0.64], [-0.40, -0.80, -0.64], [0.92, -0.29, -0.39], [-0.87, 0.03, 0.24], [-0.72, 0.30, 0.27], [0.51, -0.12, -0.80], [0.43, 0.80, 0.71], [0.03, 0.01, 0.15], [0.20, 0.02, 0.13], [-0.16, 0.19, 0.11], [0.15, 0.09, -0.06], [0.37, -0.51, 1.01], [0.53, 0.86, 0.37], [-0.60, -1.04, -0.14], [-0.12, -0.03, -0.63], [0.39, -0.14, 0.51], [-0.28, 0.40, -0.92], [-0.17, 0.03, -0.04], [-0.08, 0.24, -0.06], [-0.10, -0.13, -0.23], [0.12, 0.13, -0.05], [0.34, -0.89, 0.34], [0.00, 0.36, -0.50], [-0.21, -0.51, 0.61], [-0.59, -0.21, -2.20], [0.51, -0.05, 1.23], [-0.13, 0.59, 0.09], [0.13, 0.32, 0.37], [-0.04, 0.26, 0.04], [-0.13, -0.05, -0.21], [0.14, 0.18, 0.13], [0.28, -0.53, 0.89], [0.45, 0.44, -0.18], [-0.35, -0.48, 0.43], [-0.53, -0.77, -1.64], [0.42, 0.32, 1.07], [-0.26, 0.47, -0.37], [-0.07, 0.24, 0.10], [-0.03, 0.24, -0.01], [0.01, -0.14, -0.26], [0.12, 0.20, -0.01], [-0.63, 0.74, 0.46], [0.55, 0.39, -0.48], [-0.72, -0.08, 0.40], [0.67, -1.55, 0.70], [-0.35, 1.06, -0.33], [0.22, -0.36, -0.37], [-0.06, -0.02, -0.18], [0.09, -0.06, -0.25], [0.06, -0.19, 0.11], [0.13, 0.10, -0.10]]}

***

{"formula": "C30H36Cl3CrN8O2", "method": "wB97M-V/def2-TZVPD", "total_charge": 2, "e_tot_ev": -113689.2440, "spin_multiplicity": 4, "gap_ev": [6.701, 6.746], "elements": ["Cr", "C", "N", "C", "C", "N", "C", "C", "C", "C", "C", "C", "N", "C", "N", "C", "C", "N", "C", "C", "N", "C", "C", "H", "H", "H", "H", "H", "H", "H", "H", "H", "H", "H", "H", "H", "H", "H", "H", "H", "H", "H", "H", "H", "H", "H", "H", "H", "H", "H", "H", "C", "C", "N", "C", "C", "C", "C", "C", "C", "C", "C", "C", "N", "C", "H", "H", "H", "H", "H", "H", "H", "H", "Cl", "C", "Cl", "Cl", "C", "O", "O"], "xyz": [[0.15672, -0.22030, 0.02489], [1.14066, -2.82580, -0.34418], [-0.04758, -3.32814, 0.33308], [0.18954, -4.63192, 0.95857], [-1.27049, -2.74921, 0.34307], [-1.39122, -1.44178, 0.14517], [-2.63780, -0.74054, -0.00630], [-3.88870, -1.27920, -0.28798], [-5.02044, -0.47558, -0.26263], [-4.91960, 0.86912, 0.06394], [-3.66700, 1.43018, 0.25939], [-2.52998, 0.64570, 0.14748], [-1.20811, 1.19238, 0.15445], [-0.95069, 2.38459, -0.40133], [0.13915, 3.06904, 0.02493], [0.99516, 3.81238, -0.89582], [0.55029, 3.09718, 1.42224], [-1.69234, 2.91040, -1.37393], [-1.87772, 4.35366, -1.52522], [-2.47328, 2.09430, -2.29992], [-2.33243, -3.54560, 0.63043], [-3.22586, -3.25184, 1.74283], [-2.53538, -4.81875, -0.05463], [1.39231, -3.44708, -1.20217], [1.97928, -2.81833, 0.35225], [1.03167, -1.83110, -0.77682], [1.15054, -4.59208, 1.46978], [0.22593, -5.43317, 0.21943], [-0.57706, -4.84941, 1.69356], [-3.98528, -2.32607, -0.53682], [-5.98576, -0.91258, -0.48245], [-5.80659, 1.48327, 0.14557], [-3.56433, 2.49257, 0.45371], [0.64556, 3.69721, -1.91750], [2.01252, 3.41779, -0.83239], [1.02485, 4.87253, -0.63976], [-0.07412, 2.43021, 2.00812], [0.45113, 4.10956, 1.81853], [1.59807, 2.80131, 1.51921], [-1.35530, 4.89632, -0.74484], [-2.94354, 4.57687, -1.45231], [-1.52339, 4.68680, -2.50105], [-2.15316, 1.05934, -2.25686], [-2.29636, 2.47017, -3.30603], [-3.53891, 2.15565, -2.07732], [-3.04845, -2.24796, 2.12198], [-3.06083, -3.97015, 2.55131], [-4.26874, -3.31794, 1.43058], [-1.86915, -4.89245, -0.91202], [-3.56195, -4.85162, -0.42500], [-2.38548, -5.67653, 0.60394], [-0.02747, -0.58245, 4.34567], [-0.38989, -0.53631, 2.99676], [0.49734, -0.31391, 2.04006], [1.79504, -0.09362, 2.38872], [2.25084, -0.15886, 3.69905], [1.28885, -0.41298, 4.69614], [3.65387, 0.04179, 3.95746], [4.51268, 0.31027, 2.95180], [4.04712, 0.43315, 1.59442], [4.87450, 0.75589, 0.49854], [4.32916, 0.88730, -0.75272], [2.95273, 0.70751, -0.92539], [2.15477, 0.40570, 0.09031], [2.69766, 0.24955, 1.32892], [-0.78898, -0.76110, 5.09250], [-1.41488, -0.69174, 2.68074], [1.59315, -0.46568, 5.73571], [4.00765, -0.03102, 4.97881], [5.56817, 0.44818, 3.15278], [5.93790, 0.89872, 0.65333], [4.94149, 1.13200, -1.60973], [2.47646, 0.81690, -1.89340], [-1.28951, -0.00577, -4.98327], [0.28073, -0.47345, -4.30711], [0.94765, -1.80380, -5.23024], [1.39797, 0.90940, -4.39919], [0.02188, -0.94108, -2.83496], [-0.39627, -2.05476, -2.65277], [0.25502, -0.02410, -1.92709]], "forces_ev_per_angstrom": [[-0.27, 0.31, -0.69], [-0.11, 0.03, 0.34], [0.10, -0.11, -0.21], [0.01, 0.09, -0.02], [-0.08, 0.08, -0.02], [-0.25, 0.25, -0.06], [0.27, -0.18, 0.03], [-0.02, -0.09, -0.10], [0.01, 0.02, -0.03], [0.02, -0.06, 0.10], [-0.13, 0.07, 0.09], [0.30, 0.15, 0.05], [-0.14, -0.44, 0.29], [0.08, 0.17, 0.02], [0.18, -0.12, -0.02], [-0.13, 0.05, 0.09], [0.01, -0.04, -0.08], [-0.09, 0.09, -0.20], [-0.01, -0.07, -0.07], [0.07, 0.13, -0.15], [0.04, -0.14, 0.15], [0.00, -0.06, -0.02], [-0.02, 0.03, 0.03], [0.01, -0.05, -0.06], [0.03, -0.01, 0.05], [-0.07, -0.15, -0.18], [0.02, 0.00, 0.00], [-0.01, 0.00, 0.00], [-0.03, 0.02, 0.00], [-0.01, 0.09, 0.00], [0.03, 0.01, 0.01], [0.02, -0.01, -0.02], [-0.03, -0.07, 0.02], [-0.01, -0.03, 0.00], [-0.01, 0.01, 0.05], [0.00, 0.02, -0.03], [-0.03, -0.02, 0.01], [0.01, 0.03, -0.03], [-0.03, -0.03, -0.01], [-0.01, -0.02, 0.03], [-0.01, -0.02, -0.02], [0.02, 0.01, 0.01], [0.00, 0.01, -0.03], [0.03, 0.01, -0.04], [0.04, 0.03, -0.05], [-0.02, -0.03, -0.02], [0.00, 0.00, -0.03], [0.01, 0.01, 0.03], [-0.01, 0.01, 0.03], [0.00, 0.00, 0.00], [0.00, 0.00, 0.01], [-0.07, -0.01, 0.04], [0.05, -0.09, -0.03], [0.24, 0.01, 0.31], [-0.15, 0.03, -0.24], [0.12, 0.00, 0.18], [0.07, -0.01, 0.09], [-0.10, -0.02, 0.08], [0.06, -0.01, -0.10], [0.22, 0.08, 0.09], [0.10, -0.01, 0.09], [0.02, 0.03, -0.05], [-0.11, 0.09, 0.07], [0.17, -0.11, 0.06], [-0.25, 0.01, -0.11], [0.03, 0.00, -0.02], [0.05, 0.05, 0.00], [-0.01, 0.01, -0.05], [-0.02, 0.01, -0.04], [-0.04, 0.01, -0.02], [-0.04, 0.00, 0.00], [-0.01, -0.01, 0.02], [0.01, -0.04, 0.03], [-0.02, 0.04, 0.08], [0.09, 0.04, 0.10], [0.08, -0.09, -0.03], [-0.08, 0.00, 0.06], [-0.11, 0.61, -0.02], [-0.03, -0.14, 0.17], [-0.07, -0.45, -0.04]]}

***

{"formula": "C4H4N2OS", "method": "wB97M-V/def2-TZVPD", "total_charge": 0, "e_tot_ev": -20073.4376, "smiles": "Oc1cnncc1S", "gap_ev": 9.309, "elements": ["C", "C", "C", "C", "H", "H", "H", "H", "N", "N", "O", "S"], "xyz": [[0.38146, -0.79409, 0.35610], [0.08027, -1.82792, -0.58942], [-0.33021, 0.72312, -1.19835], [-0.05266, 0.50412, 0.02498], [0.77353, -0.02353, 2.03056], [0.34233, -2.87898, -0.51369], [-0.62102, 1.72690, -1.56982], [-1.04478, 1.58987, 2.10835], [-0.42325, -1.48582, -1.75090], [-0.59000, -0.26441, -2.10319], [0.66333, -1.01729, 1.66219], [0.11643, 1.77152, 1.25411]], "forces_ev_per_angstrom": [[-1.92, -1.41, 1.17], [1.48, 1.27, 1.35], [-3.01, 1.61, -6.56], [2.22, -1.37, 5.33], [-0.20, -2.63, -0.56], [-0.19, 0.20, 0.60], [0.46, -0.68, 0.22], [1.56, -0.06, -1.53], [-0.07, -0.99, -0.93], [0.10, 1.58, -0.07], [0.86, 2.02, -0.26], [-1.29, 0.46, 1.24]]}

***

{"formula": "C9H4O5S", "method": "wB97M-V/def2-TZVPD", "total_charge": -2, "e_tot_ev": -30469.9977, "gap_ev": 6.136, "elements": ["C", "C", "C", "C", "C", "C", "C", "C", "C", "O", "O", "O", "O", "O", "S", "H", "H", "H", "H"], "xyz": [[-0.46727, 2.70027, 0.06387], [0.90555, 2.84045, -0.03949], [-1.01188, 1.43640, 0.25748], [1.73057, 1.73351, 0.03807], [-0.19723, 0.32278, 0.30747], [1.21577, 0.44472, 0.19841], [-0.23251, -1.96934, -1.39348], [-0.99099, -3.21731, 0.87639], [-0.34915, -1.99498, 0.19714], [0.09363, -3.01349, -1.94504], [-2.12690, -3.22915, 0.35979], [-0.54800, -0.86697, -1.86094], [-0.47536, -3.91708, 1.73365], [-0.70521, -0.86759, 0.76829], [2.20583, -0.94015, 0.31065], [-1.11439, 3.56829, 0.00315], [1.34397, 3.82470, -0.18258], [-2.08027, 1.29890, 0.34373], [2.80383, 1.84603, -0.03656]], "forces_ev_per_angstrom": [[-0.12, 0.15, -0.02], [0.05, 0.31, -0.07], [-0.09, -0.40, 0.03], [-0.15, 0.00, -0.05], [0.78, 1.18, 0.15], [-0.33, -0.02, 0.17], [0.24, 0.12, 0.09], [-0.06, 0.26, -0.14], [-0.46, 0.40, -0.75], [0.20, -0.67, 0.07], [-0.16, 0.03, -0.08], [-0.23, 0.33, -0.15], [0.46, -0.25, 0.40], [-0.02, -0.49, 0.24], [0.00, -0.84, 0.06], [-0.03, -0.02, -0.01], [-0.03, -0.01, 0.01], [-0.10, -0.03, 0.03], [0.05, -0.02, 0.01]]}